[1]
The following is a quantum chemistry calculation of a structure of composition C30H25LiO5S2 in a non-equilibrium geometry, from the Open Molecules 2025 dataset.

* electronic energy: -2338.153204 Ha
* orbital gap: 5.438 eV
* molar mass: 536.60 g/mol
* ΔE to the lowest compared entry with this formula, charge and spin: 0.000 eV

Element x y z (Å)
S -1.57258 -1.42449 1.55062
S -1.62051 -1.18895 -1.51658
O -0.40062 -2.12673 2.03876
O -3.06537 -1.11165 -1.51666
O 0.14914 3.15378 5.00499
O -0.93555 -2.43148 -1.79985
O -2.29610 -0.49128 2.38354
C 0.72780 0.71880 -4.16023
C 1.00912 0.71585 2.38811
C 2.69765 0.13401 -0.84620
C -2.75915 -2.68321 1.07793
C 3.98273 0.51506 -2.91397
C -2.29653 -3.95265 0.72453
C 2.76870 1.50537 -0.54327
C 0.27172 2.52946 3.80546
C 0.00792 -0.29484 -3.54044
C -0.53783 3.00759 2.74461
C -4.59092 -4.69983 0.53079
C 0.35482 2.05236 -4.00005
C 1.09782 1.40270 3.58917
C 3.30645 -0.36881 -2.05899
C 2.00662 -2.05820 -1.16695
C 0.14807 1.13163 1.35875
C 1.91276 -0.93887 -0.28731
C -1.44545 1.37389 -2.52386
C 3.34356 2.38339 -1.48344
C -5.04240 -3.42168 0.87643
C 0.84949 2.59806 6.14324
C -1.04080 -0.57526 0.02996
C -3.21987 -4.95995 0.44509
C 3.96586 1.88005 -2.64026
C -1.01072 0.05089 -2.65359
C -0.74927 2.38475 -3.19487
C -4.12625 -2.41142 1.16390
C 2.92287 -1.75437 -2.19508
C -0.01937 0.33377 0.10858
C -0.58977 2.31988 1.54876
Li 0.90617 2.77075 -1.50728
H -2.84785 -5.94477 0.15917
H 1.59498 0.45226 -4.76520
H 0.88656 2.83563 -4.54690
H -5.30870 -5.49348 0.31931
H 1.76252 1.02829 4.37278
H 4.48451 2.57468 -3.31025
H -1.22459 -4.13170 0.66280
H -1.25180 2.64707 0.74171
H 0.32972 0.78837 -0.83606
H 0.55207 1.55509 6.33099
H 2.47481 1.85280 0.45162
H 4.50109 0.11058 -3.78655
H -4.45183 -1.40959 1.43576
H 0.24269 -1.34764 -3.69927
H 0.54083 3.23364 6.97370
H 3.24924 -2.40442 -3.00325
H -1.14866 3.89026 2.92047
H 1.93919 2.65632 6.00528
H 1.47315 -2.99305 -1.03148
H 1.61891 -1.05700 0.75021
H 3.39240 3.45792 -1.26603
H 1.61483 -0.18057 2.27796
H -1.11245 3.41652 -3.14516
H -2.31440 1.58824 -1.89837
H -6.10740 -3.19381 0.92242

Atoms 1-6, force components in eV/Å:
S -0.360 -0.303 -0.492
S -0.073 -0.279 0.280
O -0.395 0.533 -0.078
O 0.486 -0.128 -0.121
O 0.421 -0.193 0.212
O -0.620 0.399 -0.263

Atomic partial charges in e from the Löwdin method, atoms 1 to 6: atom 1 (S): 0.73, atom 2 (S): 0.70, atom 3 (O): -0.29, atom 4 (O): -0.29, atom 5 (O): -0.09, atom 6 (O): -0.29

---

[2]
The following is a quantum chemistry calculation of a structure of composition C30H25MoN4O4SbSe4, from the Open Molecules 2025 dataset.

* net charge: +2
* electronic energy: -11591.854205 Ha
* orbital gap (alpha / beta): 5.691 / 5.656 eV
* molar mass: 1039.09 g/mol

Element x y z (Å)
Sb -3.26251 1.68027 4.77703
Mo 0.41957 0.21357 0.12352
Se -0.85647 1.48772 3.60650
Se -1.42171 1.74196 -0.10568
Se -1.74029 0.35728 1.75393
Se -2.98783 0.44215 6.68531
O -0.35539 -1.28954 -0.67554
O 1.71103 1.29528 0.90909
O 4.85523 0.54138 2.01258
O 6.16738 -6.01462 -1.39178
N 2.98968 -3.92952 -5.44022
N 1.75702 -0.27948 -1.52400
N 2.50551 -0.19831 3.24612
N 1.89545 -3.35995 -5.32280
C 3.73902 -4.45024 -4.33577
C 2.88601 0.30082 -1.89507
C 4.15900 -0.44873 1.43335
C 3.81288 -2.22044 -0.17071
C 2.61367 -2.57236 0.43274
C 2.94411 -0.80688 2.02944
C 3.28434 3.33699 3.48323
C 1.31445 -1.34667 -2.25195
C 2.50881 3.52230 0.81372
C 0.10604 -1.89922 -1.80598
C 7.57871 -6.10637 -1.56868
C 0.13480 -3.39569 -3.65917
C 2.50661 1.04033 3.63045
C 3.60742 -0.12040 -3.01871
C 3.15546 -1.17850 -3.76785
C 2.73362 2.21837 2.84073
C 1.97743 -1.84605 -3.37735
C 5.97533 -4.92532 -3.54931
C 4.04976 -5.60450 -2.25582
C 4.57850 -1.17222 0.31624
C 2.33134 2.33546 1.50406
C 2.18785 -1.86793 1.54604
C 3.48342 4.51423 2.79407
C 6.19093 0.78989 1.55591
C 3.20337 -5.07112 -3.20334
C -0.49892 -2.90507 -2.49496
C 1.35886 -2.93079 -4.06672
C 3.09434 4.60152 1.45888
C 5.43856 -5.50592 -2.40358
C 5.11506 -4.42872 -4.51812
H 6.79378 -0.11559 1.62397
H 2.18323 3.58967 -0.21530
H 5.51777 -0.92955 -0.15918
H 3.66182 -6.14009 -1.39873
H 6.59019 1.54929 2.21951
H 3.23030 5.52922 0.91848
H 2.25268 1.18222 4.67472
H -0.34551 -4.17398 -4.23777
H 6.18390 1.16639 0.53208
H 2.03124 -3.39753 0.05440
H 1.26646 -2.13976 2.05187
H 7.04192 -4.89382 -3.71661
H 4.50464 0.41488 -3.29425
H 3.91806 5.36826 3.29373
H 7.82184 -6.70412 -2.44841
H 5.50818 -4.01496 -5.43823
H 3.21281 1.15037 -1.30977
H 8.02903 -5.11569 -1.65951
H 2.13793 -5.21057 -3.09778
H 2.17919 -0.86555 3.93640
H 4.16534 -2.78161 -1.02911
H 7.95864 -6.59836 -0.67973
H 3.68205 -1.48264 -4.66364
H -1.44810 -3.31023 -2.17114
H 3.56811 3.26200 4.52625

Atoms 1-6, force components in eV/Å:
Sb -0.106 0.052 -0.105
Mo -0.556 -0.344 0.022
Se -0.039 -0.084 -0.047
Se 0.244 0.037 0.013
Se 0.245 0.127 -0.134
Se 0.064 -0.025 0.139

Atomic partial charges in e from the Löwdin method, atoms 1 to 6: atom 1 (Sb): 0.47, atom 2 (Mo): 1.19, atom 3 (Se): -0.07, atom 4 (Se): 0.26, atom 5 (Se): 0.01, atom 6 (Se): 0.00

---

[3]
The following is a quantum chemistry calculation of a structure of composition C30H25N2O6P2Tc in a non-equilibrium geometry, from the Open Molecules 2025 dataset.

* net charge: +3
* electronic energy: -2481.708656 Ha
* orbital gap (alpha / beta): 2.850 / 4.099 eV
* molar mass: 669.49 g/mol
* ΔE to the lowest compared entry with this formula, charge and spin: 1.737 eV
* 2S+1: 4

Element x y z (Å)
Tc 1.31352 1.73382 0.33633
P -1.89788 0.76622 0.14423
P 0.25412 -1.38358 0.52313
O 1.47532 3.53992 0.17593
O 1.20742 -0.16418 0.42273
O 5.54822 5.85072 0.23483
O 7.11212 4.53882 1.08663
O 2.72412 5.41022 -0.10277
O -0.75698 1.73892 0.32283
N 4.55622 1.35072 0.64203
N 3.41282 2.01362 0.44923
C 2.76222 -3.52808 2.86903
C 0.14682 -3.61558 -3.45457
C -3.42148 1.35802 0.92853
C -1.14398 0.47542 -3.82097
C -3.42938 -0.22818 -3.51177
C 6.01332 4.71422 0.63743
C -4.66828 3.20152 1.81243
C 2.59832 4.24562 0.13193
C -1.41948 -0.79588 1.01383
C 1.13992 -1.93218 -2.05757
C 0.00342 -3.20148 2.62133
C 0.17962 -2.19558 -1.08427
C -4.42708 0.46992 1.30773
C -3.54608 2.72622 1.14953
C -2.11368 0.44052 -1.63017
C 1.89252 -4.23618 3.68833
C -1.02868 0.69992 -2.46197
C -5.66568 2.32002 2.20063
C -2.35048 0.03082 -4.34267
C 0.51872 -4.07288 3.56733
C 0.87802 -2.48118 1.81263
C -5.54438 0.95632 1.97023
C 3.74152 3.31942 0.39293
C 1.11322 -2.64138 -3.24467
C -0.78878 -3.17768 -1.28757
C -3.32418 -0.00998 -2.14657
C 2.25722 -2.65768 1.92043
C 5.12472 3.48052 0.55463
C -0.80948 -3.87728 -2.48107
C 5.60102 2.17902 0.71913
H 4.61342 5.93072 -0.04727
H -1.55448 -4.63998 -2.64297
H 3.82892 -3.66768 2.96493
H -0.10668 1.10072 -2.04657
H -4.17458 -0.17788 -1.50457
H 1.89932 -1.18158 -1.88047
H -6.31308 0.27262 2.30023
H -1.40608 -0.57588 2.08693
H -1.06528 -3.08888 2.52613
H -4.36298 -0.58228 -3.92197
H -2.76358 3.39862 0.83013
H 4.58872 0.34142 0.72323
H -4.75228 4.25682 2.02573
H -2.15788 -1.57088 0.82153
H 2.28572 -4.93348 4.41173
H -2.45868 -0.08508 -5.41107
H -6.56338 2.69852 2.66883
H 2.92112 -2.11598 1.26013
H -0.15388 -4.62588 4.20513
H 0.15132 -4.19108 -4.36757
H -4.35368 -0.59068 1.11233
H -0.30688 0.67602 -4.47167
H -1.50498 -3.41168 -0.51467
H 6.61412 1.85172 0.86673
H 1.85692 -2.45008 -4.00457

Atoms 1-6, force components in eV/Å:
Tc -1.143 -1.004 0.148
P -3.183 -1.843 -0.711
P -1.955 -3.031 0.300
O -2.618 -0.044 -0.188
O 1.434 1.968 -0.164
O -0.505 1.380 -0.427

Atomic partial charges in e from the Löwdin method, atoms 1 to 6: atom 1 (Tc): 1.90, atom 2 (P): 0.84, atom 3 (P): 0.89, atom 4 (O): -0.15, atom 5 (O): -0.51, atom 6 (O): 0.21

---

What is the formula in the second record? C30H25MoN4O4SbSe4

---

Which of these has the highest electronic energy? C30H25LiO5S2

---

Among the records above, which one has the lowest molar mass? C30H25LiO5S2